No. 1
The following is a quantum chemistry calculation of C7H6N2O3Ti as an isolated structure in a non-equilibrium geometry, from the OMol25 dataset.

## Properties
**Calculated total energy**: -39573.7671 eV
**ΔE to the lowest compared entry with this formula, charge and spin**: 49.1 kcal/mol
**HOMO level (spin up / spin down)**: -17.33 / -17.32 eV

Geometry as ORCA input:
```
! RIJCOSX wB97M-V def2-TZVPD def2/J DEFGRID3
* xyz 2 3
O 0.469 -2.609 -4.542
C 0.377 -2.091 -3.618
Ti -0.103 0.496 0.633
C -2.029 1.203 0.434
C 1.146 2.091 0.251
O -3.093 1.564 0.193
O 1.836 2.943 -0.092
C 0.855 -2.690 1.805
C 0.598 -1.561 2.800
N 0.235 -0.314 2.556
C 0.049 0.602 3.727
C 0.371 -0.379 4.576
N 0.691 -1.610 4.169
H 1.879 -3.022 2.000
H 0.176 -3.497 2.099
H 0.727 -2.454 0.732
H -0.228 1.538 3.444
H 0.369 -0.149 5.636
H 0.943 -2.454 4.457
*
```

No. 2
The following is a quantum chemistry calculation of C7H6N2O4STi as an isolated structure in a non-equilibrium geometry, from the OMol25 dataset.

## Properties
**Calculated total energy**: -52442.9108 eV
**HOMO level (spin up / spin down)**: -20.99 / -20.98 eV

Geometry as ORCA input:
```
! RIJCOSX wB97M-V def2-TZVPD def2/J DEFGRID3
* xyz 3 2
Ti 0.058 -0.571 -1.906
O -0.488 2.529 -2.124
C -0.287 1.389 -2.090
C 1.934 -1.239 -2.124
O 3.018 -1.652 -2.139
C -1.477 -1.840 -2.122
O -2.354 -2.599 -2.136
C 0.061 -0.591 -4.085
O 0.058 -0.575 -5.235
S 0.278 -1.860 0.029
C 0.078 -0.440 1.016
N -1.079 -0.034 1.577
C -0.879 0.953 2.610
C 0.617 1.156 2.616
N 1.080 0.259 1.585
H -1.971 -0.446 1.340
H -1.243 0.561 3.560
H -1.427 1.855 2.349
H 1.066 0.874 3.568
H 0.907 2.172 2.358
H 2.051 0.100 1.353
*
```

No. 3
The following is a quantum chemistry calculation of one molecule with the formula C7H6N4 in a non-equilibrium geometry, from the OMol25 dataset.

## Properties
**Calculated total energy**: -13311.0769 eV
**ΔE to the lowest compared entry with this formula, charge and spin**: 115.7 kcal/mol
**HOMO level**: -9.74 eV
**SMILES**: c1ccc(-c2nnn[nH]2)cc1

Geometry as ORCA input:
```
! RIJCOSX wB97M-V def2-TZVPD def2/J DEFGRID3
* xyz 0 1
C 2.651 -0.169 -0.009
C 1.827 1.107 -0.214
C 0.521 1.085 -0.200
C -0.122 -0.112 -0.012
C -1.631 -0.177 -0.063
N -2.344 -1.200 -0.332
N -3.705 -0.767 -0.197
N -3.777 0.391 0.134
N -2.484 0.884 0.104
C 0.522 -1.279 0.026
C 1.983 -1.300 0.036
H 3.663 -0.035 -0.014
H 2.225 2.100 -0.084
H 0.041 2.237 -0.281
H -2.151 1.515 0.524
H 0.189 -2.342 0.414
H 2.594 -1.936 0.169
*
```

No. 4
The following is a quantum chemistry calculation of one molecule with the formula C7H6N4O2 in a non-equilibrium geometry, from the OMol25 dataset.

## Properties
**Calculated total energy**: -17405.2999 eV
**ΔE to the lowest compared entry with this formula, charge and spin**: 105.1 kcal/mol
**HOMO level**: -9.69 eV
**SMILES**: Oc1nnnn1Oc1ccccc1

Geometry as ORCA input:
```
! RIJCOSX wB97M-V def2-TZVPD def2/J DEFGRID3
* xyz 0 1
O -4.135 -1.970 0.314
C -4.118 -0.659 0.124
N -4.837 0.309 0.563
N -4.267 1.478 0.177
N -3.201 1.229 -0.480
N -2.975 -0.093 -0.601
O -1.571 -0.240 -1.566
C -0.458 0.020 -0.954
C 0.438 -1.033 -0.771
C 1.700 -0.753 -0.215
C 1.977 0.573 0.202
C 1.113 1.569 -0.070
C -0.126 1.332 -0.616
H -4.864 -2.341 0.943
H 0.217 -2.055 -1.123
H 2.333 -1.541 -0.210
H 2.994 0.984 0.667
H 1.415 2.699 0.178
H -0.856 1.967 -0.812
*
```

No. 5
The following is a quantum chemistry calculation of one molecule with the formula C7H6N4O2 in a non-equilibrium geometry, from the OMol25 dataset.

## Properties
**Calculated total energy**: -17406.9868 eV
**ΔE to the lowest compared entry with this formula, charge and spin**: 66.2 kcal/mol
**HOMO level**: -8.49 eV
**SMILES**: ON/C=N/c1cccc2nonc12

Geometry as ORCA input:
```
! RIJCOSX wB97M-V def2-TZVPD def2/J DEFGRID3
* xyz 0 1
O 4.313 0.914 0.331
N 3.426 0.000 -0.212
C 2.071 0.231 -0.035
N 1.243 -0.721 -0.119
C -0.145 -0.579 -0.060
C -0.936 -1.678 -0.030
C -2.375 -1.621 0.083
C -3.061 -0.471 0.046
C -2.274 0.746 0.019
N -2.621 2.053 0.054
O -1.429 2.671 -0.052
N -0.401 1.902 -0.078
C -0.837 0.659 -0.082
H 4.909 1.090 -0.428
H 3.729 -0.933 0.105
H 1.829 1.339 0.043
H -0.399 -2.590 0.050
H -2.897 -2.587 0.144
H -4.147 -0.427 0.222
*
```

No. 6
The following is a quantum chemistry calculation of one molecule with the formula C7H6N4S in a non-equilibrium geometry, from the OMol25 dataset.

## Properties
**Calculated total energy**: -24148.5000 eV
**ΔE to the lowest compared entry with this formula, charge and spin**: 83.7 kcal/mol
**HOMO level (spin up / spin down)**: -7.76 / -8.16 eV

Geometry as ORCA input:
```
! RIJCOSX wB97M-V def2-TZVPD def2/J DEFGRID3
* xyz 0 1
C 0.302 0.584 -2.992
C -0.158 1.292 -4.085
C 0.468 -1.207 3.088
C -0.404 -0.638 3.974
C -0.490 1.036 -1.946
C -0.668 0.060 1.644
C -1.106 0.693 0.498
N 0.295 -0.813 1.779
N -1.279 1.956 -3.691
N -1.466 1.920 -2.396
N -0.498 0.486 -0.677
S -1.484 0.468 3.223
H 1.045 -0.116 -3.051
H 0.269 1.246 -5.035
H 1.190 -1.871 3.290
H -0.320 -0.800 4.978
H -1.904 1.430 0.768
H 0.233 -0.238 -0.487
*
```

No. 7
The following is a quantum chemistry calculation of C7H6NO as an isolated structure in a non-equilibrium geometry, from the OMol25 dataset.

## Properties
**Calculated total energy**: -10877.0664 eV
**ΔE to the lowest compared entry with this formula, charge and spin**: 153.2 kcal/mol
**HOMO level**: -14.45 eV

Geometry as ORCA input:
```
! RIJCOSX wB97M-V def2-TZVPD def2/J DEFGRID3
* xyz 1 1
C 2.161 -0.526 -0.132
C 2.493 -1.729 -0.232
C 0.683 1.220 0.895
C -0.554 -0.722 -1.009
C 1.794 0.901 -0.012
C -1.364 -0.130 0.248
C 0.705 -0.316 -0.238
N -0.021 0.096 0.967
O -2.316 -0.985 0.700
H 0.226 2.111 1.342
H -0.554 -1.763 -1.333
H -0.709 -0.179 -1.937
H 2.301 1.659 -0.616
H -1.801 0.888 0.222
H -3.044 -0.524 1.136
*
```

No. 8
The following is a quantum chemistry calculation of an isolated ion of composition C7H6NO2 and charge +1 in a non-equilibrium geometry, from the OMol25 dataset.

## Properties
**Calculated total energy**: -12927.9591 eV
**ΔE to the lowest compared entry with this formula, charge and spin**: 102.2 kcal/mol
**HOMO level**: -15.23 eV

Geometry as ORCA input:
```
! RIJCOSX wB97M-V def2-TZVPD def2/J DEFGRID3
* xyz 1 1
C -0.343 2.027 -0.712
C -1.082 2.191 0.445
C 0.307 0.846 -0.992
C -1.202 1.115 1.352
C 0.249 -0.281 -0.119
C -0.517 0.074 0.909
C 0.999 -1.525 -0.418
N 0.531 -2.760 0.338
O 0.908 -3.781 -0.145
O -0.124 -2.603 1.329
H -0.270 2.847 -1.413
H -1.589 3.113 0.689
H 0.906 0.720 -1.882
H -1.790 1.189 2.252
H 0.961 -1.778 -1.482
H 2.056 -1.395 -0.153
*
```

No. 9
The following is a quantum chemistry calculation of an isolated ion of composition C7H6NO2S and charge -1 in a non-equilibrium geometry, from the OMol25 dataset.

## Properties
**Calculated total energy**: -23774.5493 eV
**ΔE to the lowest compared entry with this formula, charge and spin**: 0.5 kcal/mol
**HOMO level (spin up / spin down)**: -1.00 / -5.11 eV

Geometry as ORCA input:
```
! RIJCOSX wB97M-V def2-TZVPD def2/J DEFGRID3
* xyz -1 3
C 2.215 -2.253 -0.115
C 0.946 -2.514 -0.650
C 2.223 -0.969 0.396
C 0.162 -1.380 -0.455
C -0.850 1.305 0.262
C -3.263 2.842 -0.059
C 0.436 0.815 0.485
N 0.981 -0.415 0.151
O -3.314 2.085 -0.991
O -3.922 3.473 0.708
S -1.316 2.950 0.561
H 3.149 -2.899 -0.048
H 0.715 -3.471 -1.042
H 3.131 -0.519 0.838
H -0.853 -1.365 -0.739
H -1.475 0.733 -0.318
H 1.035 1.583 1.014
*
```

No. 10
The following is a quantum chemistry calculation of a 2-piece molecular cluster, C7H6NS overall in a non-equilibrium geometry, from the OMol25 dataset.

## Properties
**Calculated total energy**: -19665.8990 eV
**ΔE to the lowest compared entry with this formula, charge and spin**: 64.4 kcal/mol
**HOMO level (spin up / spin down)**: -14.08 / -14.08 eV

Geometry as ORCA input:
```
! RIJCOSX wB97M-V def2-TZVPD def2/J DEFGRID3
* xyz 1 1
C 0.816 1.141 -0.525
C 1.239 0.483 0.656
C 0.955 -0.985 0.682
C -1.582 2.421 -2.136
C 1.510 -2.211 0.831
C -0.186 -0.105 0.971
C -1.169 0.379 -0.183
N -0.242 1.097 -1.070
S -2.478 1.809 -3.221
H 2.128 0.902 1.224
H 2.421 -2.404 0.373
H 0.875 -3.108 1.029
H -0.599 -0.086 1.961
H -1.868 1.080 0.175
H -1.820 -0.412 -0.769
*
```

No. 11
The following is a quantum chemistry calculation of one molecule with the formula C7H6O in a non-equilibrium geometry, from the OMol25 dataset.

## Properties
**Calculated total energy**: -9393.2188 eV
**ΔE to the lowest compared entry with this formula, charge and spin**: 207.6 kcal/mol
**HOMO level (spin up / spin down)**: -7.61 / -7.61 eV

Geometry as ORCA input:
```
! RIJCOSX wB97M-V def2-TZVPD def2/J DEFGRID3
* xyz 0 1
C -0.482 -0.990 0.317
C -1.096 -0.136 1.118
C 0.491 -0.555 -0.675
C 0.074 1.306 0.189
C -0.518 -1.422 -1.207
C -0.316 0.601 2.239
C 0.817 0.812 -1.091
O 0.692 1.193 1.438
H -0.161 -2.477 -1.224
H -1.157 -1.115 -1.930
H -1.014 1.343 2.840
H 0.190 0.096 3.105
H 1.889 0.836 -0.958
H 0.561 1.288 -2.027
*
```

No. 12
The following is a quantum chemistry calculation of one molecule with the formula C7H6O2S in a non-equilibrium geometry, from the OMol25 dataset.

## Properties
**Calculated total energy**: -22282.3138 eV
**ΔE to the lowest compared entry with this formula, charge and spin**: 74.9 kcal/mol
**HOMO level**: -9.89 eV
**SMILES**: Cc1cccc2c1S2(=O)=O

Geometry as ORCA input:
```
! RIJCOSX wB97M-V def2-TZVPD def2/J DEFGRID3
* xyz 0 1
C 2.094 -1.035 -0.084
C 0.867 -0.285 0.239
C 0.612 0.523 1.299
C -0.557 1.287 1.452
C -1.652 1.135 0.552
C -1.474 0.358 -0.540
C -0.237 -0.292 -0.728
S -1.418 -0.607 -1.982
O -1.168 0.036 -3.251
O -2.212 -1.807 -1.992
H 2.576 -0.579 -0.891
H 2.859 -1.010 0.722
H 1.598 -2.004 -0.063
H 1.419 0.564 2.087
H -0.805 2.056 2.273
H -2.502 1.660 0.906
*
```